Entry one
Below is a 2-piece molecular cluster, C6H15NO overall, with properties calculated with ωB97M-V/def2-TZVPD.

The value obtained for the frontier orbital gap is 0.3478 Ha. The SMILES is C=CC[C@H](C)NC.O.

```
23
C6H15NO, DFT ωB97M-V/def2-TZVPD
C 0.545 2.230 -1.512
C 0.531 0.906 -1.410
C -0.814 0.180 -1.064
C -0.910 0.306 0.456
C -1.598 -0.991 1.068
N -1.697 1.353 1.071
C -1.283 1.652 2.502
H 1.395 2.861 -1.786
H -0.381 2.716 -1.511
H 1.311 0.097 -1.470
H -0.735 -0.892 -1.266
H -1.569 0.830 -1.590
H 0.148 0.172 0.897
H -2.532 -0.702 1.609
H -1.029 -1.442 1.940
H -2.105 -1.511 0.279
H -1.553 2.185 0.456
H -1.592 2.746 2.624
H -1.980 1.121 3.184
H -0.270 1.483 2.667
O 4.316 -4.562 -1.336
H 4.855 -4.703 -2.104
H 4.564 -3.639 -0.983
```

natural (NBO) population analysis, charges in e, atoms 1 to 5:
1. C -0.438
2. C -0.144
3. C -0.461
4. C -0.043
5. C -0.654

=====

Entry two
Below is a 2-piece molecular cluster, C6H15NO overall, with properties calculated with ωB97M-V/def2-TZVPD.

The value obtained for the frontier orbital gap is 0.3960 Ha. The SMILES is CCC(N)=O.CCC.

```
23
C6H15NO, DFT ωB97M-V/def2-TZVPD
C -1.719 0.754 -0.711
C -1.584 2.256 -0.464
C -0.185 2.640 -0.076
N 0.000 2.779 1.282
O 0.726 2.724 -0.867
H -2.585 0.379 -1.262
H -1.683 0.143 0.185
H -0.865 0.524 -1.355
H -1.850 2.773 -1.391
H -2.338 2.583 0.258
H 0.932 3.014 1.581
H -0.791 3.040 1.843
C 2.224 -1.653 0.568
C 1.293 -2.477 -0.383
C -0.183 -2.388 -0.029
H 2.995 -1.162 -0.019
H 2.702 -2.324 1.275
H 1.626 -0.955 1.154
H 1.472 -2.029 -1.324
H 1.610 -3.518 -0.365
H -0.764 -3.226 -0.412
H -0.400 -2.345 1.041
H -0.632 -1.533 -0.530
```

natural (NBO) population analysis, charges in e, atoms 1 to 5:
1. C -0.607
2. C -0.504
3. C 0.677
4. N -0.832
5. O -0.603

=====

Here is how they stack up, most stable first: entry two, entry one.

=====

Entry one
Below is one molecule with the formula C6H15NO, with properties calculated with ωB97M-V/def2-TZVPD.

The value obtained for the frontier orbital gap is 0.3508 Ha. The SMILES is CCCNCCCO.

```
23
C6H15NO, DFT ωB97M-V/def2-TZVPD
C 1.411 0.362 -3.276
C 1.779 0.184 -1.820
C 0.768 -0.618 -0.984
N 1.060 -0.410 0.432
C 0.121 0.481 1.111
C -1.286 -0.133 1.300
C -1.825 0.304 2.662
O -3.238 0.091 2.851
H 2.060 0.926 -3.942
H 0.415 0.825 -3.310
H 1.335 -0.620 -3.757
H 2.133 1.001 -1.184
H 2.735 -0.376 -1.779
H -0.275 -0.439 -1.262
H 0.892 -1.696 -1.153
H 1.260 -1.240 0.972
H 0.462 0.700 2.132
H 0.120 1.382 0.506
H -1.274 -1.216 1.283
H -2.007 0.158 0.527
H -1.375 -0.298 3.458
H -1.737 1.384 2.721
H -3.535 -0.751 2.513
```

natural (NBO) population analysis, charges in e, atoms 1 to 5:
1. C -0.615
2. C -0.423
3. C -0.223
4. N -0.641
5. C -0.214

=====

Entry two
Below is a 2-piece molecular cluster, C6H15NO overall, with properties calculated with ωB97M-V/def2-TZVPD.

The value obtained for the frontier orbital gap is 0.3233 Ha. The SMILES is CCC/C=C/NC.O.

```
23
C6H15NO, DFT ωB97M-V/def2-TZVPD
C -0.114 4.353 0.945
C -0.445 2.862 1.363
C -1.129 2.210 0.246
C -0.471 0.902 -0.147
C -1.183 0.006 -0.931
N -0.721 -1.231 -1.476
C 0.706 -1.568 -1.079
H -0.923 5.172 0.694
H 0.395 4.625 1.771
H 0.596 4.170 0.033
H -1.321 3.130 2.175
H 0.396 2.378 1.733
H -1.209 2.977 -0.479
H -2.323 1.953 0.596
H 0.574 0.603 0.087
H -2.004 0.394 -1.459
H -1.221 -2.102 -1.252
H 1.629 -0.782 -1.011
H 1.003 -2.308 -1.815
H 0.798 -2.004 -0.122
O 2.361 -6.184 0.641
H 3.287 -6.111 0.365
H 2.288 -6.595 1.500
```

natural (NBO) population analysis, charges in e, atoms 1 to 5:
1. C -0.604
2. C -0.380
3. C -0.428
4. C -0.289
5. C 0.003

=====

Here is how they stack up, most stable first: entry one, entry two.

=====

Entry one
Below is a 2-piece molecular cluster, C6H15NO overall, with properties calculated with ωB97M-V/def2-TZVPD.

The value obtained for the frontier orbital gap is 0.3235 Ha. The SMILES is CC/C=C/NCC.O.

```
23
C6H15NO, DFT ωB97M-V/def2-TZVPD
C 1.546 -2.431 -0.720
C 1.619 -1.344 0.379
C 0.552 -0.313 0.147
C -0.001 0.150 -0.987
N -1.168 0.865 -1.154
C -2.039 1.225 -0.079
C -3.147 0.213 0.204
H 0.661 -3.053 -0.645
H 2.412 -3.087 -0.602
H 1.479 -1.982 -1.703
H 1.493 -1.876 1.326
H 2.548 -0.761 0.517
H 0.133 0.038 1.101
H 0.536 -0.092 -1.894
H -1.704 0.609 -1.976
H -2.542 2.184 -0.252
H -1.617 1.427 0.951
H -3.832 0.111 -0.618
H -2.596 -0.764 0.293
H -3.563 0.319 1.195
O 2.351 1.627 1.789
H 3.133 1.579 1.240
H 1.513 1.323 1.440
```

natural (NBO) population analysis, charges in e, atoms 1 to 5:
1. C -0.600
2. C -0.427
3. C -0.325
4. C 0.015
5. N -0.614

=====

Entry two
Below is a 2-piece molecular cluster, C6H15NO overall, with properties calculated with ωB97M-V/def2-TZVPD.

The value obtained for the frontier orbital gap is 0.3593 Ha. The SMILES is C/C=C(\C)CCN.O.

```
23
C6H15NO, DFT ωB97M-V/def2-TZVPD
C -0.166 -2.852 -0.213
C -0.896 -1.543 -0.445
C -0.266 -0.461 -0.895
C 1.038 -0.531 -1.634
C -0.941 0.909 -0.859
C -0.562 1.590 0.442
N -0.494 3.057 0.332
H 0.188 -3.362 -1.115
H 0.651 -2.690 0.493
H -0.833 -3.549 0.299
H -1.930 -1.484 -0.120
H 1.111 0.237 -2.387
H 1.937 -0.360 -1.021
H 1.216 -1.503 -2.103
H -0.599 1.473 -1.726
H -2.021 0.817 -0.991
H -1.389 1.450 1.139
H 0.315 1.179 0.948
H 0.198 3.366 -0.336
H -0.279 3.441 1.244
O 1.195 0.038 3.246
H 1.698 0.844 3.347
H 0.831 -0.065 2.354
```

natural (NBO) population analysis, charges in e, atoms 1 to 5:
1. C -0.656
2. C -0.199
3. C 0.022
4. C -0.660
5. C -0.439

=====

Here is how they stack up, most stable first: entry two, entry one.

=====

Entry one
Below is a 2-piece molecular cluster, C6H15NO overall, with properties calculated with ωB97M-V/def2-TZVPD.

The value obtained for the frontier orbital gap is 0.3614 Ha. The SMILES is C[C@H](O)CN.C=CC.

```
23
C6H15NO, DFT ωB97M-V/def2-TZVPD
C 0.802 -2.174 0.890
C -0.001 -1.237 -0.006
O -1.311 -1.727 -0.242
C 0.678 -1.065 -1.382
N -0.187 -0.524 -2.412
H 1.816 -1.799 1.001
H 0.349 -2.246 1.878
H 0.841 -3.168 0.450
H -0.075 -0.251 0.476
H -1.685 -2.020 0.595
H 1.536 -0.405 -1.267
H 1.028 -2.040 -1.731
H -0.544 0.384 -2.116
H -0.985 -1.137 -2.512
C 0.870 2.277 -0.089
C 0.187 2.090 1.029
C -1.302 2.094 1.126
H 1.946 2.278 -0.107
H 0.380 2.440 -1.035
H 0.711 1.937 1.965
H -1.660 1.191 1.629
H -1.636 2.950 1.720
H -1.758 2.152 0.140
```

natural (NBO) population analysis, charges in e, atoms 1 to 5:
1. C -0.635
2. C 0.070
3. O -0.736
4. C -0.228
5. N -0.822

=====

Entry two
Below is a 2-piece molecular cluster, C6H15NO overall, with properties calculated with ωB97M-V/def2-TZVPD.

The value obtained for the frontier orbital gap is 0.3249 Ha. The SMILES is CCC/C(C)=C/N.O.

```
23
C6H15NO, DFT ωB97M-V/def2-TZVPD
C -1.333 -0.287 -3.289
C -0.965 -0.492 -1.819
C 0.063 0.553 -1.448
C 0.827 0.375 -0.141
C 0.028 0.217 1.126
C 2.108 0.239 -0.103
N 2.975 0.007 1.017
H -2.240 0.160 -3.562
H -0.608 0.342 -3.946
H -1.198 -1.235 -3.826
H -0.597 -1.461 -1.483
H -1.884 -0.371 -1.080
H 0.869 0.576 -2.211
H -0.432 1.522 -1.605
H 0.623 0.079 2.018
H -0.480 -0.692 0.956
H -0.687 1.044 1.242
H 2.609 0.430 -1.067
H 2.712 -0.133 1.995
H 3.587 -0.686 0.703
O -2.037 -0.140 5.154
H -2.484 -0.599 5.843
H -1.455 0.554 5.526
```

natural (NBO) population analysis, charges in e, atoms 1 to 5:
1. C -0.625
2. C -0.408
3. C -0.401
4. C -0.059
5. C -0.634

=====

Here is how they stack up, most stable first: entry one, entry two.